Record 1
Molecular formula: C53H55I2MoN2O5S2SeSi
Method: DFT, the ωB97M-V functional and the def2-TZVPD basis

Last column: Mulliken spin population.
Cartesian coordinates (Å):
Mo (-0.825, 0.211, 1.959)  2.719
C (3.293, 6.758, -4.709)  0.000
C (2.788, 5.572, -3.934)  0.000
C (2.576, 5.644, -2.561)  0.000
C (2.097, 4.549, -1.855)  0.001
C (1.835, 3.370, -2.533)  0.005
C (2.043, 3.269, -3.899)  0.000
C (2.519, 4.369, -4.590)  0.000
S (1.152, 1.954, -1.646)  -0.017
O (0.420, 1.226, -2.730)  0.004
C (2.774, 1.168, -1.464)  -0.017
C (3.667, 1.967, -0.718)  -0.001
C (4.997, 1.971, -0.999)  -0.004
C (5.396, 1.428, -2.246)  0.001
C (6.629, 1.787, -2.840)  -0.001
C (6.891, 1.479, -4.143)  0.000
C (5.922, 0.804, -4.909)  0.000
C (4.770, 0.351, -4.330)  0.000
C (4.491, 0.595, -2.959)  -0.001
C (3.235, 0.193, -2.338)  0.007
C (2.546, -1.096, -2.652)  0.006
C (3.298, -2.194, -3.268)  0.001
C (4.684, -2.429, -3.056)  -0.001
C (5.353, -3.415, -3.725)  0.000
C (4.686, -4.229, -4.660)  0.000
C (3.332, -4.137, -4.774)  0.001
C (2.608, -3.177, -4.023)  -0.001
C (1.205, -3.256, -3.922)  0.002
C (0.576, -2.512, -2.975)  -0.010
C (1.233, -1.448, -2.325)  0.063
S (0.342, -0.934, -0.804)  0.008
O (0.401, -2.249, -0.053)  0.026
C (-1.369, -0.874, -1.397)  -0.112
C (-2.240, -1.796, -0.845)  0.007
C (-3.570, -1.811, -1.247)  0.004
C (-4.046, -0.905, -2.184)  0.006
C (-5.485, -0.911, -2.620)  -0.001
C (-3.144, 0.007, -2.738)  0.000
C (-1.814, 0.025, -2.361)  -0.005
H (3.302, 7.659, -4.097)  0.000
H (2.668, 6.940, -5.583)  0.000
H (4.310, 6.578, -5.065)  0.000
H (2.784, 6.568, -2.034)  0.000
H (1.917, 4.610, -0.788)  -0.001
H (1.823, 2.337, -4.405)  -0.001
H (2.685, 4.297, -5.659)  0.000
H (3.258, 2.592, 0.071)  0.009
H (5.708, 2.510, -0.385)  0.000
H (7.335, 2.366, -2.256)  0.000
H (7.819, 1.793, -4.604)  0.000
H (6.089, 0.644, -5.966)  0.000
H (4.039, -0.164, -4.935)  0.000
H (5.215, -1.854, -2.315)  0.000
H (6.407, -3.568, -3.534)  0.000
H (5.239, -4.964, -5.231)  0.000
H (2.777, -4.832, -5.392)  0.000
H (0.667, -4.006, -4.488)  0.000
H (-0.447, -2.738, -2.715)  -0.002
H (-1.873, -2.531, -0.144)  0.004
H (-4.234, -2.552, -0.820)  -0.002
H (-6.084, -1.581, -2.003)  0.000
H (-5.564, -1.240, -3.658)  0.000
H (-5.912, 0.091, -2.560)  0.000
H (-3.492, 0.709, -3.488)  -0.001
H (-1.134, 0.735, -2.808)  0.007
I (1.772, 1.084, 2.891)  0.002
C (3.031, -0.586, 3.427)  0.000
I (3.958, -1.462, 1.723)  0.003
H (2.456, -1.340, 3.945)  0.001
H (3.812, -0.173, 4.054)  0.000
O (0.560, -1.856, 2.527)  -0.034
H (0.565, -2.147, 1.569)  -0.010
H (0.216, -2.595, 3.039)  0.003
Se (-1.629, 2.048, 0.941)  -0.477
C (-0.159, 5.916, 1.090)  -0.002
N (0.229, 5.707, 2.475)  0.000
C (0.686, 4.527, 2.951)  0.007
N (0.932, 4.467, 4.289)  -0.001
O (0.879, 3.552, 2.208)  -0.004
H (0.360, 6.781, 0.680)  0.000
H (-1.236, 6.065, 1.003)  0.000
H (0.115, 5.033, 0.519)  -0.001
H (0.022, 6.438, 3.133)  0.000
H (0.839, 5.266, 4.889)  0.000
H (1.334, 3.631, 4.667)  0.000
C (-5.096, 0.144, 1.970)  0.001
C (-4.687, -0.372, 3.357)  0.017
C (-4.081, 0.776, 4.178)  -0.012
C (-5.927, -0.896, 4.095)  0.002
Si (-3.360, -1.717, 3.208)  0.022
O (-2.008, -1.012, 2.490)  -0.280
C (-3.700, -3.276, 2.228)  0.003
C (-4.965, -3.683, 1.799)  0.000
C (-5.127, -4.849, 1.062)  0.000
C (-4.026, -5.628, 0.742)  0.000
C (-2.761, -5.252, 1.178)  0.001
C (-2.609, -4.092, 1.919)  0.007
C (-2.756, -2.210, 4.915)  -0.011
C (-1.608, -1.654, 5.483)  -0.024
C (-1.208, -1.997, 6.767)  0.013
C (-1.956, -2.903, 7.505)  0.001
C (-3.098, -3.471, 6.956)  0.000
C (-3.490, -3.129, 5.670)  -0.001
H (-5.806, 0.971, 2.077)  0.000
H (-5.574, -0.640, 1.376)  0.000
H (-4.236, 0.515, 1.410)  0.002
H (-4.787, 1.612, 4.215)  0.003
H (-3.158, 1.151, 3.734)  0.028
H (-3.867, 0.464, 5.203)  -0.003
H (-6.649, -0.084, 4.225)  0.000
H (-5.670, -1.282, 5.085)  0.000
H (-6.425, -1.694, 3.538)  0.000
H (-5.835, -3.082, 2.042)  0.000
H (-6.116, -5.146, 0.733)  0.000
H (-4.153, -6.534, 0.162)  0.000
H (-1.898, -5.860, 0.938)  0.000
H (-1.623, -3.814, 2.269)  0.003
H (-1.023, -0.938, 4.915)  0.034
H (-0.317, -1.558, 7.201)  0.001
H (-1.652, -3.168, 8.509)  0.000
H (-3.682, -4.181, 7.527)  0.000
H (-4.377, -3.584, 5.237)  0.000

Cartesian forces (eV/Å) of the 3 atoms listed first:
1.4 0.7 -0.3
0.0 -0.1 0.0
0.0 0.0 0.0

Total charge: +1
Gap between HOMO and LUMO (alpha / beta): 5.75 / 6.19 eV
Multiplicity: 3
Expectation value of S²: 2.19
LUMO energy (alpha / beta): -0.138 / -0.122 Ha
Strongest force on any atom: 1.841 eV/Å
Relative energy (zero: lowest compared OMol25 entry of this formula, charge and spin): 4.323 eV

Record 2
Molecular formula: C19H14Cl2N2NaO2S3
Method: DFT, the ωB97M-V functional and the def2-TZVPD basis

Last column: natural (NBO) charge in e.
Cartesian coordinates (Å):
Na (0.161, -1.225, -0.461)  0.879
Cl (-2.308, -4.271, 5.911)  -0.043
C (-1.551, -3.413, 4.606)  -0.129
C (-0.690, -2.349, 4.905)  -0.215
C (-0.099, -1.670, 3.882)  -0.118
Cl (0.977, -0.369, 4.221)  -0.015
C (-0.314, -1.963, 2.484)  0.407
O (0.249, -1.305, 1.591)  -0.734
C (-1.207, -3.072, 2.248)  -0.254
C (-1.507, -3.481, 0.912)  0.420
O (-1.171, -2.932, -0.124)  -0.618
C (-1.793, -3.773, 3.310)  -0.183
H (-0.502, -2.079, 5.932)  0.227
H (-2.119, -4.411, 0.850)  0.091
H (-2.453, -4.598, 3.082)  0.212
S (-0.853, 0.793, -4.603)  0.232
C (0.180, -0.515, -5.001)  -0.410
C (0.787, -1.067, -3.915)  -0.304
C (0.465, -0.478, -2.664)  -0.352
C (-0.419, 0.539, -2.856)  -0.332
C (-1.046, 1.339, -1.863)  0.200
C (-2.058, 2.283, -2.141)  -0.265
C (-2.621, 2.999, -1.114)  -0.166
C (-2.178, 2.790, 0.190)  -0.316
C (-1.182, 1.849, 0.376)  0.049
N (-0.627, 1.153, -0.597)  -0.494
H (0.261, -0.800, -6.038)  0.211
H (1.467, -1.902, -4.005)  0.199
H (-2.377, 2.439, -3.161)  0.215
H (-3.403, 3.720, -1.317)  0.203
H (-2.591, 3.341, 1.022)  0.209
H (-0.780, 1.649, 1.361)  0.197
S (4.093, -0.963, -0.217)  -0.175
C (3.479, 0.500, -0.594)  -0.073
N (2.929, 1.345, 0.290)  -0.594
C (2.254, 2.514, -0.225)  -0.239
C (2.886, 2.824, -1.577)  -0.534
S (3.562, 1.235, -2.182)  0.317
H (2.637, 0.962, 1.177)  0.424
H (2.395, 3.349, 0.467)  0.194
H (1.184, 2.308, -0.343)  0.234
H (3.717, 3.530, -1.503)  0.207
H (2.168, 3.178, -2.313)  0.236

Cartesian forces (eV/Å) of the 3 atoms listed first:
0.3 0.3 -0.6
-0.2 -0.2 0.3
-0.1 -0.1 -0.2

Total charge: -1
Gap between HOMO and LUMO: 6.69 eV
LUMO energy: 0.082 Ha
Strongest force on any atom: 1.575 eV/Å

Record 3
Molecular formula: C32H64InN6O3Si
Method: DFT, the ωB97M-V functional and the def2-TZVPD basis

Last column: Mulliken charge in e.
Cartesian coordinates (Å):
In (-0.831, 0.956, -0.704)  3.072
N (-1.546, 0.904, -3.376)  -0.256
C (-2.825, 1.594, -3.495)  -0.760
C (-3.057, 2.616, -2.388)  0.530
O (-3.955, 3.447, -2.571)  -0.788
N (-2.290, 2.495, -1.307)  -0.056
C (-2.548, 3.469, -0.261)  -0.979
C (-1.369, 3.604, 0.699)  1.020
O (-1.256, 4.604, 1.393)  -0.828
O (-0.567, 2.584, 0.748)  -1.111
H (-0.792, 1.540, -3.603)  -0.502
H (-1.480, 0.138, -4.035)  0.375
H (-3.636, 0.864, -3.424)  0.262
H (-2.948, 2.121, -4.446)  0.371
H (-3.404, 3.157, 0.355)  0.354
H (-2.808, 4.445, -0.669)  0.563
N (-0.189, -0.942, 3.023)  0.175
C (0.141, -1.947, 4.035)  -0.952
C (1.533, -2.502, 3.792)  -0.409
N (1.591, -3.224, 2.536)  0.123
C (2.874, -3.849, 2.263)  -0.504
C (2.716, -4.985, 1.269)  -0.782
N (2.141, -4.492, 0.020)  -0.295
H (-1.194, -0.832, 2.932)  -0.305
H (0.144, -0.032, 3.328)  0.231
H (0.104, -1.552, 5.059)  0.419
H (-0.586, -2.760, 3.973)  0.305
H (2.252, -1.664, 3.831)  0.199
H (1.803, -3.193, 4.597)  0.501
H (1.353, -2.577, 1.792)  -0.547
H (3.624, -3.133, 1.893)  0.200
H (3.259, -4.267, 3.198)  0.514
H (3.700, -5.410, 1.055)  0.440
H (2.108, -5.767, 1.744)  0.316
H (2.109, -5.228, -0.674)  0.250
H (1.179, -4.208, 0.182)  0.015
C (-3.502, 2.426, 3.558)  -1.445
C (-3.566, 1.039, 2.972)  0.206
C (-4.308, 0.028, 3.581)  -1.169
C (-4.308, -1.238, 3.020)  -0.121
C (-5.083, -2.362, 3.662)  -1.713
C (-3.590, -1.496, 1.855)  -0.331
C (-2.847, -0.496, 1.187)  0.347
C (-2.861, 0.763, 1.818)  -0.107
N (-2.123, -0.661, 0.014)  -0.054
C (-2.072, -2.013, -0.578)  1.964
C (-1.214, -1.970, -1.836)  -1.380
C (-3.469, -2.474, -1.049)  -1.987
C (-1.367, -3.038, 0.331)  -0.924
H (-4.134, 2.510, 4.443)  0.398
H (-3.821, 3.178, 2.833)  0.256
H (-2.479, 2.687, 3.836)  0.253
H (-4.869, 0.229, 4.487)  0.264
H (-5.587, -2.024, 4.568)  0.361
H (-4.424, -3.191, 3.931)  0.304
H (-5.841, -2.756, 2.981)  0.327
H (-3.627, -2.506, 1.488)  0.524
H (-2.255, 1.550, 1.408)  1.040
H (-1.674, -1.342, -2.594)  0.398
H (-1.090, -2.978, -2.236)  0.617
H (-0.219, -1.587, -1.606)  -0.744
H (-4.003, -1.608, -1.444)  0.323
H (-4.088, -2.929, -0.281)  0.432
H (-3.368, -3.209, -1.853)  0.470
H (-0.380, -2.647, 0.579)  -0.417
H (-1.259, -3.991, -0.196)  0.748
H (-1.862, -3.240, 1.276)  0.219
C (0.942, 4.101, -1.595)  -1.933
C (1.845, 3.069, -2.288)  2.986
C (3.291, 3.597, -2.247)  -1.877
C (1.441, 3.076, -3.769)  -1.891
Si (1.704, 1.331, -1.403)  -2.621
C (2.751, 1.356, 0.246)  4.054
C (4.264, 1.167, 0.051)  -2.045
C (2.549, 2.641, 1.068)  -2.184
C (2.256, 0.212, 1.139)  -2.059
C (2.410, -0.051, -2.592)  3.077
C (3.754, 0.291, -3.252)  -1.997
C (2.580, -1.371, -1.827)  -2.199
C (1.424, -0.349, -3.734)  -1.196
H (1.076, 5.077, -2.078)  0.666
H (1.154, 4.219, -0.535)  0.254
H (-0.112, 3.830, -1.689)  0.093
H (3.329, 4.559, -2.773)  0.563
H (4.000, 2.929, -2.737)  0.279
H (3.640, 3.776, -1.233)  0.321
H (1.599, 4.087, -4.164)  0.624
H (0.381, 2.868, -3.920)  0.344
H (2.028, 2.395, -4.383)  0.292
H (4.716, 1.948, -0.562)  0.352
H (4.514, 0.202, -0.391)  0.364
H (4.748, 1.203, 1.035)  0.546
H (2.995, 3.519, 0.601)  0.383
H (3.048, 2.510, 2.036)  0.606
H (1.495, 2.847, 1.257)  0.170
H (2.452, -0.777, 0.722)  -0.339
H (1.185, 0.276, 1.325)  -0.360
H (2.762, 0.264, 2.112)  0.842
H (4.530, 0.550, -2.533)  0.303
H (3.664, 1.116, -3.961)  0.363
H (4.106, -0.582, -3.817)  0.541
H (3.391, -1.340, -1.102)  0.216
H (2.804, -2.185, -2.527)  0.620
H (1.673, -1.665, -1.295)  -0.122
H (1.237, 0.516, -4.371)  0.372
H (0.470, -0.706, -3.355)  -0.255
H (1.843, -1.138, -4.372)  0.631

Cartesian forces (eV/Å) of the 3 atoms listed first:
-0.2 0.3 -0.5
0.0 0.0 0.0
-0.1 0.0 0.0

Total charge: -1
Gap between HOMO and LUMO: 6.99 eV
LUMO energy: 0.089 Ha
Strongest force on any atom: 0.631 eV/Å
Relative energy (zero: lowest compared OMol25 entry of this formula, charge and spin): 0.000 eV

Record 4
Molecular formula: C6H11N
Method: DFT, the ωB97M-V functional and the def2-TZVPD basis

Last column: natural (NBO) charge in e.
Cartesian coordinates (Å):
C (-2.425, -0.084, -0.876)  -0.601
C (-1.385, -0.503, 0.162)  -0.389
C (0.027, -0.114, -0.233)  -0.302
C (1.167, -0.140, 0.813)  -0.283
C (2.532, -0.656, 0.407)  -0.598
C (0.643, 1.119, 0.281)  0.321
N (0.719, 2.378, 0.309)  -0.591
H (-3.430, -0.394, -0.572)  0.212
H (-2.435, 1.003, -1.015)  0.203
H (-2.216, -0.544, -1.849)  0.203
H (-1.625, -0.045, 1.131)  0.205
H (-1.426, -1.590, 0.309)  0.203
H (0.327, -0.415, -1.240)  0.222
H (0.030, 2.756, -0.349)  0.333
H (0.848, -0.404, 1.823)  0.224
H (2.525, -1.749, 0.328)  0.209
H (2.828, -0.247, -0.565)  0.211
H (3.297, -0.369, 1.134)  0.219

Cartesian forces (eV/Å) of the 3 atoms listed first:
0.0 0.0 0.0
0.0 0.0 0.1
-0.1 0.0 -0.1

Gap between HOMO and LUMO: 10.25 eV
Structure (SMILES): [H]/N=C1/[C@H](C)[C@H]1CC
LUMO energy: 0.040 Ha
Strongest force on any atom: 0.437 eV/Å
Relative energy (zero: lowest compared OMol25 entry of this formula, charge and spin): 1.605 eV